Here is an isolated ion of composition CH6N3 and charge +1 at a distorted geometry from the Open Molecules 2025 dataset. Energies are from wB97M-V/def2-TZVPD.

**Lowest unoccupied orbital energy (spin up / spin down)**: -7.1 / -7.1 eV
**Total charge**: +1
**Relative energy (zero: lowest compared OMol25 entry of this formula, charge and spin)**: 99.2 kcal/mol

Structure (XYZ):
```
10
Properties=species:S:1:pos:R:3:forces:R:3
N -1.32096 -0.65131 0.13385 -2.2 2.7 -0.5
N -0.86242 0.53275 -0.04360 -0.1 -5.5 0.1
N 1.15654 -0.70824 -0.15137 -0.6 -2.7 -0.2
C 0.57274 0.53957 -0.03065 1.4 0.9 0.7
H 0.46716 -1.48618 -0.19139 1.0 0.9 -0.1
H 1.85825 -0.99125 0.51434 0.2 0.5 0.1
H -1.28226 1.34072 -0.44604 -1.5 1.0 0.0
H -2.40954 -0.81041 0.07380 2.2 1.2 0.0
H 0.85786 1.00317 0.89867 0.0 0.5 0.8
H 0.96262 1.23117 -0.75762 -0.4 0.6 -0.9
```
Forces are in eV/Å.